# 1
Entry from the OMol25 dataset: H28NeO14 as an isolated structure at a distorted geometry (wB97M-V/def2-TZVPD).

```
43
Properties=species:S:1:pos:R:3:forces:R:3
Ne 0.203 -0.019 0.361 0.0244 0.0145 -0.0605
O 2.413 0.048 -3.331 0.6859 0.0213 -0.0152
H 1.542 0.269 -3.002 -0.4676 -0.2990 0.3324
H 2.281 -0.752 -3.841 -0.0887 -0.2332 -0.3005
O 1.751 -2.641 0.559 -0.1786 -0.6692 0.0873
H 1.953 -2.979 1.432 0.0723 -0.0521 0.2362
H 2.135 -1.765 0.546 0.3966 0.4435 -0.3699
O 0.948 3.342 -0.366 -0.3667 0.0155 -0.6576
H 1.371 3.154 0.472 0.1544 -0.4234 0.9206
H 1.512 3.997 -0.778 0.0520 0.1676 -0.2266
O -2.735 2.103 0.936 0.0015 -0.2668 -0.0516
H -2.305 2.887 0.593 0.2604 0.2905 -0.1900
H -3.302 2.427 1.636 -0.2614 0.1020 0.2471
O 3.014 -0.460 -0.567 0.0627 0.0479 0.7446
H 3.495 0.355 -0.426 0.0974 0.1799 0.0894
H 3.011 -0.577 -1.517 -0.1628 0.0054 -0.6906
O -0.782 -1.995 2.999 -0.1129 0.2458 0.0391
H -0.909 -2.111 3.940 -0.0493 0.0065 0.4053
H -1.062 -2.825 2.614 -0.0461 -0.2294 -0.3856
O -0.796 1.012 2.669 0.0689 0.1813 0.5425
H -0.831 0.057 2.718 0.1139 -0.4973 0.0621
H -1.421 1.240 1.981 -0.5509 0.2743 -0.4917
O -3.012 -1.477 -0.256 -0.0011 -1.0190 0.7553
H -2.789 -0.649 -0.682 -0.1003 0.7708 -0.5791
H -3.300 -1.225 0.622 -0.1404 0.0209 0.1966
O 1.866 -1.079 3.026 0.5531 -0.0139 0.3271
H 1.984 -0.459 2.308 0.1011 0.4059 -0.0949
H 0.962 -1.380 2.938 -0.3945 -0.2225 -0.1120
O 1.511 2.248 2.187 1.0751 0.6365 -0.5015
H 0.643 1.876 2.339 -0.8861 -0.6876 0.2406
H 1.698 2.755 2.977 0.1646 0.0809 0.1797
O -0.018 1.089 -2.264 -0.1685 -0.3605 -0.2335
H 0.241 1.472 -1.426 0.3471 0.4009 0.5253
H 0.465 1.595 -2.918 -0.2279 0.5519 -0.2742
O -2.766 0.653 -1.805 -0.3961 0.0241 -0.1383
H -1.843 0.826 -1.989 0.7796 0.0384 -0.3923
H -3.165 1.521 -1.738 -0.2303 0.0925 0.1409
O -0.464 -2.483 -0.969 -0.2052 -0.0557 -0.6870
H 0.274 -2.638 -0.378 0.7114 -0.1263 0.2438
H -1.191 -2.257 -0.390 -0.7002 0.1894 -0.0766
O -0.648 -1.740 -4.064 0.2761 0.1799 -0.5494
H -1.600 -1.682 -3.987 -0.2080 -0.0051 0.0892
H -0.333 -1.732 -3.160 -0.0549 -0.2274 0.6734
```
Forces are in eV/Å.

Max |F| ... 1.35 eV/A
Relative energy (zero: lowest compared OMol25 entry of this formula, charge and spin) ... 27.3 kJ/mol
2S+1 ... 1
Total charge ... 0
LUMO level ... -0.1 eV
Electronic energy ... -32630.0278 eV
HOMO-LUMO gap ... 10.03 eV

# 2
Entry from the OMol25 dataset: a 2-piece molecular cluster, C4H10ClN3 overall at a distorted geometry (wB97M-V/def2-TZVPD).

```
18
Properties=species:S:1:pos:R:3:forces:R:3
C 1.504 0.118 -0.164 -3.2209 -0.8715 1.3365
C -2.546 0.007 -0.109 -1.2799 0.1750 1.3451
C 2.067 -2.221 -0.073 3.5665 -2.2916 -0.1698
C -0.508 2.283 0.210 1.6404 2.4701 1.0390
N -1.141 0.051 -0.354 1.1133 -0.4579 1.6428
N 1.206 -1.138 -0.120 -1.3807 4.4782 -1.2830
N -0.400 0.928 -0.010 2.7774 -3.8019 -2.4953
Cl 2.739 1.148 0.113 -0.4730 -0.7733 -0.4626
H -2.722 -0.355 0.978 0.5154 0.7011 -1.5658
H -3.018 -0.706 -0.744 -0.0668 -0.6586 -0.5598
H -2.996 0.968 -0.284 -0.3709 0.5237 0.2544
H 3.179 -2.014 -0.232 -1.6721 0.1793 -0.1640
H 1.738 -3.037 -0.717 -0.0153 0.2310 -0.0792
H 2.021 -2.557 0.934 -0.0807 -0.7401 1.0653
H 0.343 2.828 -0.295 -0.9311 -0.6652 -0.1920
H -0.141 2.453 1.259 -1.3136 0.1432 -0.4270
H -1.476 2.620 -0.162 0.0195 0.4392 0.6319
H 0.152 -1.376 -0.231 1.1725 0.9194 0.0836
```
Forces are in eV/Å.

Max |F| ... 5.33 eV/A
Relative energy (zero: lowest compared OMol25 entry of this formula, charge and spin) ... 0.0 kJ/mol
2S+1 ... 1
Total charge ... +2
LUMO level ... -10.2 eV
Electronic energy ... -21280.0397 eV
HOMO-LUMO gap ... 9.42 eV

# 3
Entry from the OMol25 dataset: C15H16F3N6OPtS as an isolated structure at a distorted geometry (wB97M-V/def2-TZVPD).

```
43
Properties=species:S:1:pos:R:3:forces:R:3
Pt -0.089 0.549 -1.788 0.0711 0.9607 0.0915
F 3.180 5.077 0.789 -0.0068 -0.0577 0.0129
C 2.558 3.932 1.093 0.0244 0.0667 -0.0592
F 2.215 4.000 2.394 0.0284 -0.0186 0.0018
F 3.435 2.931 0.962 -0.0104 0.0215 -0.0419
C 1.325 3.740 0.251 -0.0760 0.0716 0.0978
C 0.357 4.733 0.277 -0.0423 -0.0094 -0.0696
C -0.844 4.566 -0.402 0.0860 0.0286 0.0444
C -1.056 3.381 -1.074 -0.0916 0.0016 -0.0499
N -0.116 2.437 -1.103 -0.0561 -0.2499 -0.1687
C 1.065 2.593 -0.490 0.3371 0.3259 0.2392
S 2.008 1.187 -0.850 -0.7014 -0.7193 -0.2937
H 0.550 5.644 0.830 -0.0163 -0.0118 0.0192
H -1.603 5.333 -0.400 0.0052 0.0034 -0.0077
H -1.976 3.176 -1.604 0.0126 -0.0266 -0.0029
C 0.733 -2.945 1.624 0.1048 0.0199 -0.0758
C 0.786 -1.831 0.552 -0.0229 0.0712 -0.0697
N -0.376 -0.954 0.666 -0.1858 -0.3470 0.3094
C -0.383 -0.306 1.969 0.0434 -0.0131 -0.0573
C -0.462 -1.366 3.097 0.0222 0.1141 0.0266
N -0.509 -2.718 2.442 0.0103 -0.0085 -0.0057
C -1.718 -2.833 1.558 -0.0819 0.0230 -0.0888
C -1.604 -1.724 0.484 0.0417 0.0452 -0.0533
H 1.585 -2.919 2.301 -0.0375 0.0104 0.0510
H 0.663 -3.941 1.191 -0.0483 -0.0133 0.0300
H 0.804 -2.257 -0.451 -0.0083 -0.0205 0.0049
H 1.682 -1.224 0.675 0.0068 -0.0177 -0.0116
H -1.234 0.372 2.023 -0.0077 -0.0079 0.0156
H 0.527 0.286 2.064 0.0014 0.0003 0.0120
H -1.357 -1.265 3.708 -0.0172 -0.0552 -0.0116
H 0.409 -1.348 3.750 0.0073 -0.0573 -0.0046
H -0.561 -3.431 3.166 0.0023 -0.0098 -0.0003
H -2.602 -2.729 2.185 0.0351 0.0122 0.0525
H -1.712 -3.832 1.126 0.0326 -0.0194 0.0387
H -2.452 -1.043 0.552 -0.0144 -0.0159 0.0007
H -1.598 -2.155 -0.516 0.0072 0.0029 0.0089
O -0.383 -1.304 -2.528 0.7478 -0.2084 -0.1297
N -0.559 -0.881 -3.788 -0.0761 0.6129 -0.1262
C -0.282 -1.684 -4.744 -0.1063 -0.5925 0.1582
C 0.133 -3.044 -4.488 0.0274 0.1411 0.0118
N 0.458 -4.113 -4.227 0.0010 -0.0264 0.0066
C -0.432 -1.220 -6.096 -0.0864 -0.0407 0.1044
N -0.564 -0.871 -7.181 0.0372 0.0134 -0.0096
```
Forces are in eV/Å.

Max |F| ... 1.05 eV/A
2S+1 ... 1
Total charge ... +1
LUMO level ... -4.1 eV
Electronic energy ... -49027.4081 eV
HOMO-LUMO gap ... 7.29 eV